Entry from the OMol25 dataset: the ion C7H6N5 with charge +1 (ωB97M-V with the def2-TZVPD basis set).

Output
HOMO-LUMO gap (spin up / spin down) ... 7.0 / 5.9 eV
SMILES string ... C=[n+]1ccccc1=C1N=NN=N1
LUMO level (spin up / spin down) ... -7.1 / -7.9 eV
Energy relative to the best compared isomer or geometry (same formula, charge and spin) ... 103.5 kcal/mol

ORCA input file:
```
! wB97M-V def2-TZVPD RIJCOSX def2/J DEFGRID3
* xyz 1 1
C -0.15 2.07 -0.06
N -0.62 0.86 -0.07
C -1.97 0.61 0.10
C -2.48 -0.68 0.06
C -1.61 -1.78 -0.15
C -0.26 -1.55 -0.02
C 0.27 -0.24 -0.04
C 1.71 -0.04 0.00
N 2.58 -1.07 0.12
N 3.77 -0.56 0.03
N 3.73 0.76 -0.04
N 2.50 1.08 -0.05
H -0.75 2.97 0.36
H 0.96 2.34 -0.35
H -2.55 1.43 0.23
H -3.47 -0.97 0.11
H -1.94 -2.74 -0.31
H 0.28 -2.49 0.09
*
```



Entry from the OMol25 dataset: the molecule C7H6O2 (ωB97M-V with the def2-TZVPD basis set).

Output
HOMO-LUMO gap ... 7.8 eV
SMILES string ... C=c1c(=O)c(=O)/c1=C\C
LUMO level ... -1.5 eV
Energy relative to the best compared isomer or geometry (same formula, charge and spin) ... 38.2 kcal/mol

ORCA input file:
```
! wB97M-V def2-TZVPD RIJCOSX def2/J DEFGRID3
* xyz 0 1
C 0.46 2.49 1.49
C -0.22 1.38 1.71
C -1.03 0.81 2.82
O -1.35 1.21 3.90
C -1.29 -0.48 2.01
O -1.92 -1.48 2.20
C -0.50 0.04 0.87
C -0.13 -0.40 -0.33
C -0.44 -1.76 -0.84
H 0.54 3.25 2.25
H 0.97 2.68 0.56
H 0.46 0.25 -0.97
H 0.35 -2.45 -0.52
H -0.48 -1.76 -1.92
H -1.37 -2.13 -0.42
*
```